Entry 1:
This record from the OMol25 dataset describes a molecular structure, C43H41Cl4N8O6PReS2 in a non-equilibrium geometry. The level of theory is ωB97M-V/def2-TZVPD.

Structure (XYZ):
```
106
C43H41Cl4N8O6PReS2, DFT ωB97M-V/def2-TZVPD
Re 0.567 -0.662 0.573
Cl -3.360 -4.099 4.938
C -2.630 -3.505 3.510
C -3.099 -3.933 2.250
Cl -4.399 -5.039 2.156
C -2.504 -3.470 1.081
Cl -3.035 -3.979 -0.476
C -1.467 -2.547 1.176
O -0.773 -2.047 0.144
C -1.019 -2.121 2.417
O 0.001 -1.250 2.356
C -1.573 -2.608 3.596
Cl -0.896 -2.134 5.099
O 3.358 -1.402 0.981
N 2.434 -0.448 1.503
C 2.838 0.084 2.605
C 2.249 1.141 3.386
C 2.997 1.513 4.513
C 2.621 2.595 5.285
C 1.510 3.338 4.912
C 0.765 2.978 3.795
C 1.104 1.869 3.036
P 0.010 1.474 1.635
C -1.619 1.323 2.410
C -2.789 1.619 1.705
C -4.028 1.455 2.305
C -4.114 0.985 3.607
C -2.957 0.678 4.310
C -1.716 0.843 3.718
C 0.145 2.999 0.689
C -0.893 3.897 0.442
C -0.678 4.990 -0.389
C 0.575 5.221 -0.939
C 1.634 4.373 -0.623
C 1.420 3.267 0.180
H 3.761 -1.852 1.739
H 3.797 -0.270 2.981
H 3.888 0.952 4.771
H 3.198 2.867 6.158
H 1.221 4.208 5.488
H -0.096 3.574 3.516
H -2.744 1.998 0.697
H -4.925 1.705 1.754
H -5.082 0.865 4.077
H -3.019 0.307 5.325
H -0.827 0.580 4.277
H -1.876 3.747 0.865
H -1.493 5.657 -0.637
H 0.707 6.050 -1.621
H 2.621 4.577 -1.021
H 2.244 2.590 0.397
O -1.032 6.305 -3.116
S -1.954 6.484 -4.237
O -1.343 6.272 -5.534
O -2.835 7.614 -4.107
C -3.022 5.014 -4.105
N -4.262 5.002 -4.617
C -4.954 3.882 -4.481
C -4.462 2.743 -3.840
C -3.166 2.851 -3.384
N -2.462 3.966 -3.509
C -2.397 1.824 -2.634
C -1.013 1.995 -2.598
C -0.264 1.219 -1.765
N -0.791 0.304 -0.921
C -2.112 0.070 -1.025
C -2.928 0.781 -1.885
H -5.958 3.884 -4.894
H -5.063 1.848 -3.746
H -0.565 2.789 -3.183
H 0.802 1.370 -1.711
H -2.538 -0.673 -0.370
H -3.991 0.574 -1.880
C 2.768 -6.192 -1.468
C 2.702 -4.728 -0.961
N 1.343 -4.391 -0.552
C 0.428 -4.622 -1.669
C 0.361 -6.128 -2.015
N 1.424 -6.815 -1.199
C 1.089 -6.716 0.265
C 0.949 -5.208 0.593
H 3.515 -6.791 -0.952
H 2.941 -6.262 -2.540
H 3.011 -4.042 -1.748
H 3.372 -4.589 -0.112
H 0.780 -4.045 -2.524
H -0.560 -4.252 -1.405
H 0.564 -6.339 -3.062
H -0.591 -6.581 -1.744
H 1.460 -7.798 -1.462
H 1.892 -7.204 0.813
H 0.166 -7.271 0.424
H 1.575 -4.954 1.448
H -0.083 -4.973 0.851
S 1.567 -1.139 -1.639
C 2.839 -0.081 -2.092
N 3.761 0.474 -1.310
C 4.735 1.263 -2.085
C 4.063 1.333 -3.470
N 2.999 0.325 -3.344
H 3.945 0.110 -0.391
H 5.694 0.748 -2.121
H 4.877 2.245 -1.643
H 4.744 1.077 -4.277
H 3.630 2.312 -3.670
H 2.297 0.167 -4.049
```

* relative energy (zero: lowest compared OMol25 entry of this formula, charge and spin): 0.00 kJ/mol
* spin multiplicity: 2
* expectation value of S²: 0.76
* charge: +2
* DFT total energy: -5608.90223 Ha

Entry 2:
This record from the OMol25 dataset describes a molecular structure, C43H41NO4ReS2Te in a non-equilibrium geometry. The level of theory is ωB97M-V/def2-TZVPD.

Structure (XYZ):
```
93
C43H41NO4ReS2Te, DFT ωB97M-V/def2-TZVPD
Re 0.522 0.698 -0.465
C -3.132 4.637 3.947
C -2.503 3.507 3.187
C -2.350 2.241 3.775
C -1.773 1.168 3.063
C -1.656 -0.160 3.749
O -1.562 -0.160 4.969
C -1.702 -1.490 3.061
C -1.214 -2.634 3.726
C -1.269 -3.892 3.118
C -1.823 -4.031 1.845
C -2.331 -2.914 1.181
C -2.276 -1.654 1.783
C -1.296 1.416 1.752
O -0.676 0.467 1.021
C -1.435 2.683 1.176
C -2.056 3.719 1.879
C -0.895 2.886 -0.188
N 0.363 2.675 -0.428
C 1.418 2.445 0.545
C 2.589 3.381 0.262
Te 3.438 3.018 -1.683
C 4.173 1.149 -1.004
C 5.353 1.092 -0.255
C 5.829 -0.140 0.208
C 5.123 -1.314 -0.076
C 3.944 -1.257 -0.826
C 3.468 -0.026 -1.290
C -1.820 3.160 -1.333
C -1.311 3.302 -2.641
C -2.171 3.517 -3.722
C -3.549 3.592 -3.518
C -4.071 3.454 -2.232
C -3.218 3.239 -1.146
H -3.432 4.325 4.970
H -4.035 4.993 3.408
H -2.408 5.474 4.036
H -2.704 2.086 4.788
H -0.782 -2.556 4.716
H -0.884 -4.760 3.636
H -1.869 -5.006 1.377
H -2.775 -3.025 0.200
H -2.708 -0.819 1.250
H -2.161 4.696 1.421
H 1.767 1.396 0.473
H 1.077 2.634 1.584
H 3.389 3.245 1.020
H 2.254 4.438 0.318
H 5.899 1.999 -0.029
H 6.740 -0.183 0.789
H 5.490 -2.266 0.284
H 3.397 -2.165 -1.044
H 2.552 0.015 -1.865
H -0.247 3.239 -2.833
H -1.768 3.619 -4.721
H -4.214 3.754 -4.357
H -5.141 3.506 -2.075
H -3.665 3.121 -0.170
O -0.201 0.102 -2.779
S -0.842 -0.779 -1.745
C -1.929 -1.897 -2.670
C -1.749 -2.109 -4.042
C -2.600 -2.968 -4.739
C -3.641 -3.611 -4.071
C -3.835 -3.395 -2.708
C -2.984 -2.537 -2.008
C 0.378 -2.074 -1.387
C 1.519 -2.229 -2.185
C 2.454 -3.223 -1.892
C 2.260 -4.061 -0.795
C 1.134 -3.905 0.012
C 0.196 -2.912 -0.280
H -0.943 -1.605 -4.572
H -2.451 -3.131 -5.803
H -4.305 -4.278 -4.617
H -4.653 -3.892 -2.191
H -3.153 -2.373 -0.947
H 1.683 -1.576 -3.040
H 3.335 -3.339 -2.518
H 2.990 -4.834 -0.567
H 0.987 -4.556 0.870
H -0.673 -2.800 0.363
C 3.239 0.929 2.236
S 2.347 0.046 0.933
C 3.095 -1.568 1.261
O 2.877 0.530 -0.384
H 4.316 0.838 2.077
H 2.967 0.514 3.209
H 2.955 1.983 2.200
H 2.828 -1.895 2.268
H 4.181 -1.502 1.163
H 2.709 -2.285 0.533
H 1.602 0.857 -1.801
```

* spin multiplicity: 4
* expectation value of S²: 3.80
* charge: +2
* DFT total energy: -3160.13934 Ha